Molecular formula: CH4F2OSi
Method: DFT, ωB97M-V/def2-TZVPD

Each atom is followed by the atoms it is bonded to, with distances in Å.
CARTESIAN COORDINATES (ANGSTROEM)
1 Si 0.22 -2.62 -0.92  F2 1.636, F3 1.609
2 F 1.19 -3.62 -0.06  Si1 1.636
3 F -1.07 -3.09 -0.07  Si1 1.609
4 O 0.96 1.42 -0.28  C5 1.427, H9 0.979
5 C -0.35 1.40 0.29  O4 1.427, H6 1.123, H7 1.142, H8 1.156
6 H -0.62 0.32 0.17  C5 1.123
7 H -0.46 1.61 1.41  C5 1.142
8 H -1.03 2.22 -0.15  C5 1.156
9 H 1.15 2.37 -0.40  O4 0.979

The value obtained for the HOMO-LUMO gap is 0.3803 Eh. As for the spin multiplicity: 1. The maximum force comes out at 2.0 eV/A. The value obtained for the calculated total energy is -605.02465 Ha. Its HOMO energy is -10.5 eV. The charge is 0.